29
Properties=species:S:1:pos:R:3:forces:R:3 method="wB97M-V/def2-TZVPD" e_above_lowest_ev=0.671 e_lumo_ha=0.0022 smiles="N[C@@H](CC(=O)O)C(=O)N[C@@H](CC(=O)O)C(=O)O" largest_force_ev_per_a=2.43 homo_lumo_gap_ev=10.1 e_homo_ev=-10.1
O -4.645 1.746 0.627 -0.7711 0.5935 0.0597
O -0.218 -1.530 0.652 -0.4061 1.4656 -0.9642
O 1.619 2.889 -0.428 0.7370 -0.2980 0.1915
O 3.560 1.909 0.220 -0.3043 1.3301 -0.2534
O 3.607 -0.732 1.666 0.0290 0.0332 -0.9302
O 4.710 -1.439 -0.098 0.8723 -0.3470 -0.1657
O -4.965 -0.411 0.177 0.8304 -0.8977 -0.4045
N 0.227 0.528 -0.244 -0.5309 0.6151 -0.8372
N -2.719 -1.660 -0.653 1.4408 0.4953 -1.2380
C -4.228 0.631 0.523 0.4067 0.0216 0.2902
C 2.474 -0.579 -0.466 0.2311 0.8978 0.7960
C 1.597 0.537 0.198 0.8022 0.3580 -1.1484
C -0.593 -0.507 0.044 0.9045 -1.6000 0.9738
C -2.029 -0.354 -0.358 -1.0558 0.7415 -0.8313
C -2.757 0.386 0.784 1.3656 0.3674 0.8829
C 2.258 1.932 -0.057 -2.0011 -1.3809 -0.0065
C 3.654 -0.888 0.471 -1.2134 0.1419 1.0125
H 1.939 -1.481 -0.639 -0.8611 -0.9057 0.7242
H -2.614 -1.825 -1.692 -0.2855 0.0660 1.6331
H 1.555 0.438 1.265 0.5834 -0.5200 0.6477
H 2.743 -0.387 -1.507 0.4675 0.8658 0.1155
H -2.073 0.333 -1.240 -0.1316 -0.7680 0.3338
H -0.153 1.370 -0.694 0.4165 -0.5829 0.3418
H 4.561 -1.505 -1.039 0.1229 -0.0771 -0.4956
H 3.780 2.861 0.128 0.5717 -0.4482 0.0834
H -2.516 -0.202 1.720 -0.7264 0.6642 -0.7545
H -2.357 1.440 0.906 -0.1373 -1.3818 -0.0665
H -4.272 -1.118 -0.077 -0.9615 0.2696 0.1594
H -2.143 -2.380 -0.189 -0.3952 0.2807 -0.1493